{"formula": "C13H34IN6OSi2Ti", "method": "ωB97M-V with the def2-TZVPD basis set", "elements": ["H", "C", "H", "H", "C", "C", "H", "H", "C", "C", "H", "H", "H", "Si", "H", "C", "H", "C", "C", "H", "H", "H", "H", "H", "I", "C", "H", "N", "C", "H", "H", "H", "H", "N", "H", "H", "N", "H", "H", "N", "H", "H", "C", "H", "Si", "N", "Ti", "H", "H", "O", "C", "H", "H", "C", "H", "H", "H", "N"], "xyz": [[2.6855, -1.2742, 2.0700], [-2.1345, -3.4680, 1.8252], [5.0237, 3.0188, 0.2083], [-3.2642, 0.7759, -4.4151], [1.0676, -4.1076, 0.9442], [-2.4025, -0.4788, 1.6897], [1.8729, 0.2772, -0.9156], [2.0960, -4.4392, 1.1183], [-0.5095, -1.6432, -0.2304], [-3.8056, 1.6513, -2.0150], [-1.0459, 1.9703, 2.1413], [-2.6193, 0.4274, 1.0954], [4.0431, 4.2614, -0.5745], [-2.0921, -2.0440, 0.6545], [3.3872, -1.9753, -0.5212], [-3.5072, -2.1976, -0.5510], [-4.3948, 0.9859, -1.3862], [-2.6003, 0.8997, -2.5046], [1.9270, 2.1191, -0.3217], [2.4579, -3.1388, -1.4420], [-1.5764, -0.2779, 2.3797], [-0.5905, -1.9755, -1.2746], [3.3606, 1.0956, -2.2651], [-1.4455, -3.3415, 2.6631], [-3.2401, 3.2963, -0.8326], [2.3885, -2.1818, -0.9170], [-3.1449, -3.5577, 2.2345], [3.2238, 2.2980, -0.5353], [3.9443, 1.3348, -1.3771], [-4.4636, -1.9460, -0.0843], [-1.8900, -4.4066, 1.3243], [-3.3752, -1.5689, -1.4360], [2.1549, -1.4429, -1.6906], [1.2463, 3.1810, 0.2739], [-1.7498, -0.0040, -4.0861], [1.6657, 4.0898, 0.1666], [-0.3646, 1.9174, 1.3930], [4.8762, 1.7905, -1.6963], [3.6193, 3.6403, 1.0520], [-2.5286, 0.5535, -3.7607], [1.1973, -1.7604, 2.8587], [0.6510, -4.7348, 0.1512], [0.2147, 3.0639, 1.1792], [-4.4103, 2.0286, -2.8326], [1.0956, -2.3292, 0.4409], [-0.1110, 4.1964, 1.8193], [-0.6324, 0.4494, -0.1526], [-3.3005, -0.6054, 2.2970], [1.2503, -0.2746, 1.9272], [-1.6852, 0.5678, -1.7028], [1.5995, -1.3123, 1.9447], [-0.8799, 4.2011, 2.4674], [-3.5892, -3.2278, -0.9088], [4.0095, 3.3816, 0.0705], [0.3695, 5.0671, 1.6701], [4.1664, 0.4199, -0.8253], [0.5025, -4.2894, 1.8570], [1.2566, 1.0431, -0.6623]], "forces_ev_per_angstrom": [[-0.04, -0.06, -0.02], [0.02, -0.19, 0.22], [0.02, 0.03, 0.02], [0.04, 0.02, 0.01], [0.00, -0.29, -0.02], [0.07, 0.13, -0.04], [-0.03, -0.04, -0.06], [-0.04, -0.01, 0.00], [-0.06, 0.08, -0.04], [0.12, -0.23, -0.25], [-0.01, -0.02, 0.04], [-0.05, 0.16, 0.04], [-0.01, 0.01, 0.00], [-0.06, 0.05, -0.07], [-0.04, -0.01, -0.01], [-0.15, -0.06, -0.17], [-0.02, -0.04, -0.02], [-0.11, 0.03, 0.52], [-0.21, -0.02, -0.03], [0.00, 0.04, 0.00], [-0.03, 0.00, 0.06], [0.09, 0.01, -0.02], [-0.02, 0.01, 0.00], [-0.03, -0.02, 0.00], [0.09, 0.30, 0.21], [0.13, 0.01, -0.17], [0.04, -0.03, 0.01], [0.19, -0.01, -0.14], [-0.03, 0.10, 0.07], [0.02, -0.02, -0.02], [-0.03, 0.02, 0.03], [-0.04, 0.00, 0.03], [0.04, -0.03, -0.01], [0.00, -0.13, -0.01], [-0.02, 0.02, 0.00], [-0.01, 0.03, 0.04], [-0.08, -0.01, -0.31], [0.01, -0.01, -0.01], [0.00, 0.01, 0.01], [-0.03, -0.12, -0.35], [-0.01, 0.02, -0.04], [0.03, -0.02, 0.05], [0.16, 0.03, 0.12], [-0.06, -0.06, -0.02], [0.10, 0.28, 0.08], [-0.07, -0.02, -0.07], [0.68, -0.70, 1.50], [-0.02, 0.02, -0.01], [0.03, 0.03, -0.01], [-0.95, 0.33, -1.45], [0.01, 0.12, 0.19], [0.00, 0.03, 0.02], [0.00, 0.05, 0.00], [-0.07, -0.12, -0.06], [0.04, -0.01, 0.04], [0.02, 0.00, 0.00], [0.02, -0.02, -0.01], [0.36, 0.36, 0.13]], "nbo_charge": [0.2528, -1.1299, 0.2479, 0.4367, -1.1315, -1.1356, 0.4145, 0.2573, -1.6633, -0.6419, 0.4025, 0.1990, 0.2217, 1.6709, 0.2418, -1.1128, 0.2833, 0.7205, 0.6759, 0.2670, 0.2472, 0.2770, 0.2246, 0.2469, 0.2537, -1.1228, 0.2588, -0.3633, -0.4261, 0.2497, 0.2602, 0.2077, 0.2043, -0.6058, 0.4388, 0.4275, -0.8994, 0.2442, 0.2186, -0.6959, 0.2548, 0.2487, 0.6684, 0.2640, 1.6851, -0.7704, 1.6430, 0.2923, 0.2111, -0.7505, -1.1210, 0.4276, 0.2650, -0.4283, 0.4212, 0.2249, 0.2476, -0.9064], "total_charge": 2, "e_above_lowest_kcal_mol": 16.4, "spin_multiplicity": 2, "gap_ev": [7.64, 8.10], "e_tot_ha": -2645.33796, "fmax_ha_per_bohr": 0.035}